1.
The following is a quantum chemistry calculation of 2 unconnected molecules or ions with the total composition C4H10Si at a distorted geometry, from the Open Molecules 2025 dataset.

Last column: Mulliken charge in e.
Atoms and positions in Å:
C  -0.0934  -0.6907  -0.1640  -0.05
C  0.2132  0.6050  0.5377  -0.12
C  -1.1357  -1.6711  0.2115  -1.04
C  -0.1707  1.9182  -0.0995  -1.20
Si  1.7344  -0.3997  -0.0202  0.26
H  -0.4106  -0.2460  -2.0418  0.10
H  -0.0884  0.5802  1.5852  0.35
H  -1.1705  -2.5027  -0.4882  0.30
H  -2.1197  -1.2003  0.2529  0.29
H  -0.9070  -2.0697  1.2027  0.34
H  -1.2502  2.0680  -0.0353  0.28
H  0.1066  1.9120  -1.1510  0.36
H  0.3239  2.7542  0.3943  0.32
H  2.4961  -1.1117  0.9949  -0.12
H  2.4720  0.0543  -1.1791  -0.06

## Properties
Energy relative to the best compared isomer or geometry (same formula, charge and spin): 3.122 eV
2S+1: 1


2.
The following is a quantum chemistry calculation of a single C4H10Si molecule at a distorted geometry, from the Open Molecules 2025 dataset.

Last column: Mulliken charge in e.
Atoms and positions in Å:
C  0.4387  -1.6020  -0.1226  -1.20
C  0.1274  -0.1122  -0.0023  1.35
C  -0.8549  0.5063  -0.9675  -1.47
C  1.3618  0.7463  0.1901  -1.56
Si  -0.4724  -1.1643  1.4604  0.33
H  -0.0601  -2.3153  -0.9339  0.26
H  1.4906  -1.8522  -0.0821  0.33
H  -1.7590  -0.0915  -1.0556  0.40
H  -0.4103  0.6078  -1.9606  0.32
H  -1.1360  1.5030  -0.6231  0.35
H  2.0593  0.2731  0.8782  0.41
H  1.0919  1.7220  0.5945  0.36
H  1.8750  0.9012  -0.7604  0.34
H  -1.8875  -1.4753  1.5410  -0.11
H  0.2861  -1.1287  2.6955  -0.11

## Properties
SMILES string: CC1(C)C[SiH2]1
Energy relative to the best compared isomer or geometry (same formula, charge and spin): 0.000 eV
2S+1: 1


3.
The following is a quantum chemistry calculation of a molecular structure, C4H11AlF2N2O5S2 at a distorted geometry, from the Open Molecules 2025 dataset.

Last column: Mulliken charge in e.
Atoms and positions in Å:
Al  -0.5123  0.4715  3.0866  1.01
N  1.6764  0.0635  1.3212  0.21
S  2.7545  0.9363  0.6976  1.03
O  2.6619  1.4059  -0.6598  -0.35
O  4.0754  0.7999  1.2839  -0.33
F  2.2554  2.2160  1.4799  -0.27
S  2.3257  -1.2832  0.4217  0.88
O  3.7199  -1.7015  0.5282  -0.39
O  1.7545  -1.4632  -0.9478  -0.38
F  1.5962  -2.3995  1.3250  -0.22
C  -1.7144  -1.9433  -1.2047  -1.36
C  -1.3149  -0.9742  -0.1005  0.96
C  -1.0616  0.4688  -0.6956  -0.86
O  -0.6640  1.4423  0.2798  -0.13
C  -0.4417  2.6993  -0.4210  -0.74
N  -2.3081  -1.0103  0.9473  -0.51
H  -2.4707  -1.4931  -1.8477  0.39
H  -1.9845  -2.9403  -0.8564  0.48
H  -0.8064  -2.1089  -1.7845  0.39
H  -0.2818  -1.0492  0.2391  -0.65
H  -1.9711  0.7647  -1.2184  0.62
H  -0.2785  0.3937  -1.4502  0.52
H  -0.4282  3.5776  0.2244  0.33
H  -1.2295  2.9347  -1.1365  0.37
H  0.4452  2.6872  -1.0545  0.35
H  -3.1006  -0.5556  0.5169  0.31
H  -2.6970  -1.9391  1.0262  0.32

## Properties
Energy relative to the best compared isomer or geometry (same formula, charge and spin): 2.376 eV
Net charge: +2
2S+1: 1


4.
The following is a quantum chemistry calculation of 2 unconnected molecules or ions with the total composition C4H11BBrF3N2O7PS at a distorted geometry, from the Open Molecules 2025 dataset.

Last column: Mulliken charge in e.
Atoms and positions in Å:
N  1.5800  -0.6145  0.8078  -0.43
B  0.6889  -1.6827  0.3358  0.62
O  0.9057  -2.9735  0.8416  -0.58
P  -0.7986  -1.4033  -0.9024  -0.17
Br  -0.6918  -3.6265  -1.7239  -0.42
S  0.3604  -0.4968  -2.6409  1.09
O  -0.2654  -0.9197  -3.8681  -0.71
O  0.3182  0.9386  -2.5688  -0.68
C  2.1487  -1.0443  -2.7658  0.65
F  2.3127  -2.3093  -2.5750  -0.23
F  2.9446  -0.3630  -2.0025  -0.23
F  2.5386  -0.7948  -4.0066  -0.26
O  -1.8072  -2.0258  0.3919  -0.54
C  -2.3724  -1.0781  1.2235  -0.41
C  -1.8201  0.3408  0.8031  -0.04
O  -0.9839  0.1918  -0.3169  -0.23
H  2.4757  -1.0366  1.0269  0.18
H  1.1822  -0.1702  1.6295  0.21
H  0.4598  -2.9861  1.7005  0.27
H  -1.8896  -1.2987  -1.7924  0.26
H  -3.4442  -0.9907  1.0517  0.30
H  -2.1447  -1.1625  2.2875  0.29
H  -1.2771  0.8505  1.5867  -0.20
H  -2.6747  0.9097  0.4379  0.28
C  0.8927  3.5590  1.3005  -0.72
N  -0.3995  3.1818  1.9353  0.91
O  -0.3637  2.4382  2.9019  -0.56
O  -1.4075  3.6335  1.4375  -0.51
H  1.6976  3.0800  1.8448  0.30
H  0.8592  3.2125  0.2700  0.29
H  0.9755  4.6408  1.3492  0.28

## Properties
Net charge: -1
2S+1: 1


Number 1: highest occupied orbital energy -8.4 eV. Number 2: highest occupied orbital energy -8.5 eV. Number 3: highest occupied orbital energy -17.5 eV. Number 4: highest occupied orbital energy -5.0 eV.